w:
{"formula": "C6H12NO2", "method": "ωB97M-V/def2-TZVPD", "multiplicity": 1, "total_charge": 1, "homo_lumo_gap_ev": 9.7, "e_lumo_ev": -4.52, "elements": ["C", "C", "C", "C", "C", "C", "N", "O", "O", "H", "H", "H", "H", "H", "H", "H", "H", "H", "H", "H", "H"], "positions_angstrom": [[0.1809, 1.1605, 0.3122], [2.4596, 0.4452, -0.0229], [-1.9557, -0.0970, -0.1316], [3.4866, -0.5281, 0.4057], [-3.4701, 0.2119, 0.0253], [-1.3567, -1.3078, -0.6325], [1.1060, 0.0573, 0.0138], [1.7482, 0.2814, -1.1984], [-1.3222, 0.9185, 0.2588], [0.0704, 2.1225, -0.2827], [0.1416, 1.4250, 1.4066], [2.6866, 1.4487, 0.1826], [3.0280, -1.4805, 0.4618], [3.6826, -0.4076, 1.4641], [4.2940, -0.3628, -0.2677], [-3.6752, 0.0691, 1.1247], [-4.0918, -0.4387, -0.5114], [-3.6100, 1.2453, -0.2425], [-0.5146, -0.9820, -1.4025], [-2.0899, -1.9658, -1.0396], [-0.7981, -1.8151, 0.0764]]}

x:
{"formula": "C6H12NO2", "method": "ωB97M-V/def2-TZVPD", "multiplicity": 1, "total_charge": 1, "homo_lumo_gap_ev": 9.1, "e_lumo_ev": -3.51, "elements": ["C", "C", "C", "C", "C", "C", "N", "O", "O", "H", "H", "H", "H", "H", "H", "H", "H", "H", "H", "H", "H"], "positions_angstrom": [[0.9115, 2.6385, 0.1017], [0.9093, 1.4333, 0.0992], [2.1338, -0.5466, -0.6189], [-1.8415, 0.2941, -0.5998], [-0.7979, -0.7459, -0.9424], [1.0051, 0.0837, 0.1128], [0.6331, -0.5384, 1.3642], [-2.0399, 0.2819, 0.8250], [-0.9193, -1.8628, -0.2325], [0.7016, 3.7029, 0.0628], [2.0237, -1.5655, -0.7424], [2.1053, -0.0076, -1.5729], [3.1209, -0.3568, -0.1176], [-1.3941, 1.2557, -0.9908], [-2.7974, 0.1164, -1.0715], [-0.6803, -0.9154, -1.9380], [-0.0437, 0.1226, 1.8792], [1.4523, -0.9547, 2.0181], [0.1214, -1.4904, 0.9119], [-2.8364, 0.8610, 1.2067], [-1.7673, -1.8061, 0.2452]]}

The computed energies, referenced to the most stable structure and given in hartree, are w 0.0000; x 0.0100.

w:
{"formula": "C8H8BrNO2", "method": "ωB97M-V/def2-TZVPD", "multiplicity": 1, "total_charge": 0, "homo_lumo_gap_ev": 9.0, "e_lumo_ev": 0.30, "elements": ["C", "C", "C", "C", "C", "C", "C", "C", "N", "O", "O", "Br", "H", "H", "H", "H", "H", "H", "H", "H"], "positions_angstrom": [[2.4169, -1.0125, 1.3862], [1.3472, -0.0754, 1.6214], [2.2103, -1.6500, 0.2021], [0.5743, -0.2067, 0.5545], [0.2897, -1.4898, -1.4671], [-0.6646, 0.4942, 0.2372], [-0.6902, -0.4222, -1.7297], [-1.9599, 2.4241, 0.1787], [1.0231, -1.1249, -0.3437], [0.5690, -2.5194, -2.0156], [-0.6709, 1.8410, 0.0763], [-2.5001, -1.2279, -2.1175], [3.1213, -1.2487, 2.0582], [1.1774, 0.3562, 2.6165], [2.5965, -2.4643, -0.2430], [-1.5581, -0.0154, 0.5937], [-0.3889, 0.4080, -2.3697], [-1.8747, 3.5983, 0.3272], [-2.3529, 2.0969, 1.1771], [-2.6653, 2.2384, -0.7427]]}

x:
{"formula": "C8H8BrNO2", "method": "ωB97M-V/def2-TZVPD", "multiplicity": 1, "smiles": "CC#CC[C@@](Br)(C#N)OC(C)=O", "total_charge": 0, "homo_lumo_gap_ev": 9.6, "e_lumo_ev": -0.41, "elements": ["C", "C", "C", "C", "C", "C", "C", "C", "N", "O", "O", "Br", "H", "H", "H", "H", "H", "H", "H", "H"], "positions_angstrom": [[0.3294, 1.6759, -0.0558], [-0.7201, 1.2788, 0.3614], [-3.1494, -0.8760, 2.1292], [-1.2774, -2.0511, -0.0093], [1.7319, 1.9975, -0.2958], [-0.1391, -2.8088, -0.5231], [-2.0562, 0.7715, 0.7123], [-1.9034, -0.4251, 1.6729], [-4.1484, -1.2163, 2.5917], [-2.3460, -1.9844, -0.5129], [-0.9901, -1.3987, 1.1485], [-0.9194, 0.1398, 3.4476], [2.3470, 1.2008, 0.0140], [1.7610, 1.9956, -1.4134], [2.1473, 2.9889, 0.2203], [0.8311, -2.2583, -0.3315], [-0.1504, -3.8111, 0.1526], [-0.3227, -2.9652, -1.5346], [-2.7628, 1.5253, 1.1273], [-2.5758, 0.3889, -0.1190]]}

The computed energies, referenced to the most stable structure and given in hartree, are w 0.0104; x 0.0000.

w:
{"formula": "C13H32O9V", "method": "ωB97M-V/def2-TZVPD", "multiplicity": 1, "total_charge": -1, "homo_lumo_gap_ev": 7.1, "e_lumo_ev": 2.57, "elements": ["O", "V", "O", "C", "O", "O", "O", "C", "C", "C", "O", "H", "H", "H", "H", "H", "H", "H", "H", "C", "C", "C", "O", "H", "H", "H", "H", "H", "H", "H", "H", "C", "C", "C", "O", "H", "H", "H", "H", "H", "H", "H", "H", "C", "C", "C", "O", "H", "H", "H", "H", "H", "H", "H", "H"], "positions_angstrom": [[-1.1068, 0.1142, -0.2618], [0.3945, 0.4384, -0.5660], [1.1518, 0.4190, 0.8624], [1.6333, 0.0917, -2.8404], [0.3199, 0.0780, -2.7251], [2.2158, 0.5751, -1.7401], [2.3143, -0.3427, -3.7877], [0.3719, -2.6102, 1.6458], [0.2998, -2.9943, 0.1822], [-1.1480, -3.1937, -0.2831], [0.8738, -1.9083, -0.5397], [0.0101, -3.4137, 2.2884], [-0.1702, -1.6790, 1.8120], [1.4098, -2.3907, 1.9149], [0.8528, -3.9189, -0.0123], [-1.5742, -4.1314, 0.0853], [-1.1739, -3.2330, -1.3741], [-1.7478, -2.3487, 0.0504], [1.2043, -2.1932, -1.4000], [0.3986, 4.9669, -0.2110], [1.0431, 3.7400, -0.8186], [2.3150, 3.3353, -0.1228], [0.1375, 2.6153, -0.6358], [-0.3756, 5.3721, -0.8695], [1.1415, 5.7598, -0.0818], [-0.0148, 4.7755, 0.7788], [1.2005, 3.8596, -1.8904], [2.7330, 2.4275, -0.5608], [2.1032, 3.1068, 0.9280], [3.0608, 4.1342, -0.1046], [-0.7882, 2.8728, -0.6708], [-4.6842, -0.5386, -4.1547], [-4.3334, -1.9005, -3.5873], [-3.8434, -1.7855, -2.1585], [-5.5009, -2.7528, -3.6346], [-3.8236, 0.1218, -4.2420], [-5.4017, -0.0574, -3.4811], [-5.1369, -0.6657, -5.1415], [-3.5573, -2.3872, -4.1806], [-4.5957, -1.2948, -1.5363], [-2.9063, -1.2242, -2.1049], [-3.6227, -2.7587, -1.7189], [-6.2754, -2.2004, -3.7653], [2.0123, 1.0317, 4.7063], [2.7588, -0.2123, 4.2270], [3.8281, 0.1487, 3.2183], [3.4088, -0.8634, 5.3126], [2.6517, 1.6204, 5.3709], [1.0861, 0.7820, 5.2337], [1.7286, 1.6642, 3.8634], [2.0282, -0.8599, 3.7272], [3.3842, 0.7049, 2.3946], [4.2825, -0.7629, 2.8286], [4.6086, 0.7425, 3.7002], [2.8181, -0.8765, 6.0711]]}

x:
{"formula": "C13H32O9V", "method": "ωB97M-V/def2-TZVPD", "multiplicity": 1, "total_charge": -1, "homo_lumo_gap_ev": 6.1, "e_lumo_ev": 2.56, "elements": ["O", "V", "O", "C", "O", "O", "O", "C", "C", "C", "O", "H", "H", "H", "H", "H", "H", "H", "H", "C", "C", "C", "O", "H", "H", "H", "H", "H", "H", "H", "H", "C", "C", "C", "O", "H", "H", "H", "H", "H", "H", "H", "H", "C", "C", "C", "O", "H", "H", "H", "H", "H", "H", "H", "H"], "positions_angstrom": [[0.4777, -0.1018, 0.6864], [-0.6151, -0.9151, 1.5496], [-0.7948, -2.3542, 0.8586], [-1.7844, -0.0441, 3.7652], [-2.3715, 0.4310, 4.7707], [-2.0051, -1.2512, 3.3925], [-0.9608, 0.6521, 3.0772], [-2.2282, -0.0448, -2.1808], [-3.0396, -0.1518, -0.8885], [-3.6098, -1.5287, -0.6630], [-2.2053, 0.1815, 0.2204], [-2.7482, -0.3090, -3.1007], [-1.3420, -0.6713, -2.0590], [-1.8483, 0.9765, -2.2586], [-3.8116, 0.6267, -0.9143], [-2.8377, -2.2944, -0.7269], [-4.3950, -1.7024, -1.4058], [-4.0896, -1.6250, 0.3112], [-2.4488, 1.0950, 0.4307], [2.0818, -0.5933, 4.8534], [2.0095, -0.6208, 3.3303], [3.3628, -0.8826, 2.6707], [1.1268, -1.6401, 2.8604], [2.4314, -1.5631, 5.2220], [1.0848, -0.4846, 5.2797], [2.7625, 0.2184, 5.1046], [1.7070, 0.3491, 2.9386], [4.1621, -0.1873, 2.9490], [3.3180, -0.8270, 1.5839], [3.7680, -1.8486, 2.9968], [1.5454, -2.4667, 3.1182], [-1.3111, 4.8256, -1.4790], [-1.0467, 3.5343, -0.6867], [0.0165, 3.6725, 0.4091], [-2.2320, 3.0984, -0.0445], [-1.7852, 5.6111, -0.8877], [-2.0067, 4.5494, -2.2766], [-0.4042, 5.2437, -1.9148], [-0.6949, 2.8114, -1.4299], [-0.2320, 4.3891, 1.1899], [0.8945, 3.9767, -0.1678], [0.2248, 2.7162, 0.8887], [-3.0262, 3.2714, -0.5610], [1.5042, -2.0850, -2.1634], [2.5423, -2.3509, -3.2368], [1.9005, -2.9482, -4.5040], [3.1138, -1.1067, -3.5684], [0.7691, -1.3276, -2.4404], [1.9841, -1.6786, -1.2731], [0.9262, -2.9850, -1.9516], [3.2995, -3.0482, -2.8560], [2.6473, -3.2982, -5.2233], [1.2516, -2.2317, -5.0061], [1.3320, -3.8364, -4.2173], [3.6308, -1.2254, -4.3717]]}

The computed energies, referenced to the most stable structure and given in hartree, are w 0.0000; x 0.0316.

w:
{"formula": "C4H10", "method": "ωB97M-V/def2-TZVPD", "multiplicity": 1, "smiles": "C=C.CC", "total_charge": 0, "homo_lumo_gap_ev": 11.0, "e_lumo_ev": 1.13, "elements": ["C", "C", "H", "H", "H", "H", "H", "H", "C", "C", "H", "H", "H", "H"], "positions_angstrom": [[-4.0855, -0.4236, -0.9412], [-2.8783, 0.2737, -0.3111], [-4.5024, -1.1151, -0.2112], [-4.7842, 0.3358, -1.2694], [-3.8432, -1.0090, -1.8252], [-3.1183, 0.4430, 0.7453], [-2.6573, 1.2605, -0.7198], [-1.9690, -0.3293, -0.2527], [4.8460, 0.7108, 0.8850], [4.4027, -0.5369, 0.7052], [4.1879, 1.4634, 1.2996], [5.8858, 0.9435, 0.7228], [3.3501, -0.7160, 0.5555], [5.1657, -1.3009, 0.6173]]}

x:
{"formula": "C4H10", "method": "ωB97M-V/def2-TZVPD", "multiplicity": 1, "smiles": "CCCC", "total_charge": 0, "homo_lumo_gap_ev": 11.9, "e_lumo_ev": 1.18, "elements": ["C", "C", "C", "C", "H", "H", "H", "H", "H", "H", "H", "H", "H", "H"], "positions_angstrom": [[1.4710, -0.7134, 0.0494], [0.8270, 0.6868, -0.1501], [-0.7359, 0.7317, 0.1687], [-1.4979, -0.6031, -0.0796], [2.4497, -0.6152, -0.0045], [1.1451, -1.2733, -0.7414], [1.0596, -0.9931, 1.0951], [1.2187, 1.6183, 0.4534], [1.0200, 1.0053, -1.0221], [-1.1415, 1.5488, -0.6409], [-0.9137, 0.9711, 1.2683], [-1.5705, -0.9916, -0.9760], [-1.1260, -1.3848, 0.7368], [-2.5270, -0.4974, -0.0996]]}

y:
{"formula": "C4H10", "method": "ωB97M-V/def2-TZVPD", "multiplicity": 1, "smiles": "CCCC", "total_charge": 0, "homo_lumo_gap_ev": 11.5, "e_lumo_ev": 1.27, "elements": ["C", "C", "C", "C", "H", "H", "H", "H", "H", "H", "H", "H", "H", "H"], "positions_angstrom": [[1.1845, -0.9684, 0.7301], [-0.0303, -0.9628, -0.1329], [-0.2145, 0.3077, -0.8508], [-0.8877, 1.5141, 0.0182], [1.3940, -1.8650, 1.3832], [1.2760, -0.1683, 1.2053], [1.9622, -1.0486, 0.0506], [-0.0366, -1.8529, -0.7258], [-1.1038, -1.2049, 0.5981], [0.7430, 0.8722, -1.1647], [-0.9419, 0.0726, -1.6151], [-1.9584, 1.1227, 0.2059], [-0.3839, 1.5492, 0.6853], [-1.0026, 2.6324, -0.3874]]}

The computed energies, referenced to the most stable structure and given in hartree, are w 0.0000; x 0.0404; y 0.0938.

w:
{"formula": "C3H6FNS", "method": "ωB97M-V/def2-TZVPD", "multiplicity": 1, "smiles": "C=CF.C=NS", "total_charge": 0, "homo_lumo_gap_ev": 9.8, "e_lumo_ev": 0.67, "elements": ["C", "C", "C", "N", "F", "S", "H", "H", "H", "H", "H", "H"], "positions_angstrom": [[1.0974, -1.5808, -0.5471], [-1.8036, 0.4208, 0.5057], [1.5328, -0.6999, 0.2992], [-0.9171, 0.9269, -0.2828], [1.2950, -0.9387, 1.6334], [-0.6604, 2.6127, -0.1161], [0.8331, -2.5713, -0.2791], [1.2244, -1.4505, -1.5815], [-2.2108, 0.7819, 1.4333], [-1.6961, -0.6725, 0.3235], [1.7817, 0.2814, 0.0508], [-0.4763, 2.8901, -1.4392]]}

x:
{"formula": "C3H6FNS", "method": "ωB97M-V/def2-TZVPD", "multiplicity": 1, "total_charge": 0, "homo_lumo_gap_ev": 9.6, "e_lumo_ev": 0.43, "elements": ["C", "C", "C", "H", "H", "H", "H", "H", "H", "N", "F", "S"], "positions_angstrom": [[0.3380, 0.1448, -1.5653], [-0.6355, 0.5422, -0.5647], [0.0775, 0.1379, 0.7084], [-0.0336, -1.0028, -1.8591], [0.1539, 1.1913, -2.5470], [1.4967, 0.2479, -1.1608], [-1.5801, 0.1156, -0.7097], [1.1391, 0.5097, 0.5942], [-0.1638, -2.1055, 3.3386], [-0.4923, -0.6822, 1.5482], [-0.9708, 1.9798, -0.5247], [0.6709, -1.0786, 2.7421]]}

The computed energies, referenced to the most stable structure and given in hartree, are w 0.0000; x 0.0320.